No. 1
The following is a quantum chemistry calculation of a molecular structure, C25H32N6O3PS2Zn, from the OMol25 dataset.

Geometry as ORCA input:
```
! wB97M-V def2-TZVPD RIJCOSX def2/J DEFGRID3
* xyz 1 1
Zn -1.228 -0.384 0.443
C -2.894 -6.086 1.233
C -3.388 -4.759 1.673
N -4.351 -4.539 2.514
N -4.440 -3.174 2.565
C -3.567 -2.547 1.780
S -3.395 -0.879 1.578
N -2.896 -3.560 1.187
N -1.832 -3.346 0.294
H -3.407 -6.854 1.804
H -1.820 -6.181 1.395
H -3.101 -6.246 0.174
H -5.098 -2.729 3.185
H -1.856 -4.063 -0.422
H -0.940 -3.385 0.795
N -2.032 1.643 0.388
C -2.195 2.293 -0.933
C -3.315 1.641 -1.753
C -2.880 0.707 -2.885
C -2.544 -0.716 -2.479
N -1.338 -0.786 -1.623
H -2.925 1.675 0.875
H -1.391 2.197 0.954
H -1.238 2.228 -1.456
H -2.410 3.352 -0.790
H -3.918 2.437 -2.191
H -3.981 1.098 -1.073
H -2.023 1.140 -3.415
H -3.687 0.647 -3.616
H -2.384 -1.313 -3.379
H -3.375 -1.157 -1.925
H -0.589 -0.235 -2.042
H -0.970 -1.735 -1.604
O 0.565 -1.813 0.106
S 0.782 -1.835 1.572
O 0.729 -3.145 2.161
O -0.178 -0.860 2.172
C 2.366 -1.101 1.772
C 3.347 -1.769 2.481
C 4.605 -1.190 2.595
C 4.856 0.036 2.003
C 3.861 0.693 1.288
C 2.596 0.141 1.150
P 1.291 1.033 0.175
C 1.944 0.999 -1.523
C 1.535 1.957 -2.455
C 1.898 1.845 -3.790
C 2.660 0.765 -4.215
C 3.055 -0.201 -3.301
C 2.698 -0.089 -1.964
C 1.519 2.739 0.785
C 0.877 3.020 1.995
C 0.995 4.268 2.589
C 1.747 5.258 1.970
C 2.391 4.989 0.771
C 2.284 3.735 0.184
H 3.122 -2.727 2.930
H 5.387 -1.699 3.142
H 5.833 0.491 2.098
H 4.078 1.652 0.833
H 0.938 2.806 -2.138
H 1.589 2.604 -4.496
H 2.946 0.679 -5.255
H 3.646 -1.047 -3.628
H 3.004 -0.854 -1.262
H 0.307 2.241 2.495
H 0.506 4.466 3.534
H 1.837 6.235 2.425
H 2.985 5.755 0.292
H 2.807 3.536 -0.744
*
```

The total energy is -4443.07560 Ha.

Charges per atom according to Löwdin partitioning, unit e: atom 1 (Zn): 0.45, atom 2 (C): 0.01, atom 3 (C): -0.31, atom 4 (N): 0.15, atom 5 (N): 0.04, atom 6 (C): -0.72, atom 7 (S): 0.71, atom 8 (N): -0.07, atom 9 (N): 0.13, atom 10 (H): 0.09, atom 11 (H): 0.09, atom 12 (H): 0.09, atom 13 (H): 0.16, atom 14 (H): 0.11, atom 15 (H): 0.06, atom 16 (N): -0.04, atom 17 (C): -0.22, atom 18 (C): -0.17, atom 19 (C): -0.19, atom 20 (C): -0.23, atom 21 (N): -0.01, atom 22 (H): 0.06, atom 23 (H): 0.06, atom 24 (H): 0.09, atom 25 (H): 0.12, atom 26 (H): 0.11, atom 27 (H): 0.11, atom 28 (H): 0.12, atom 29 (H): 0.12, atom 30 (H): 0.12, atom 31 (H): 0.11, atom 32 (H): 0.08, atom 33 (H): 0.07, atom 34 (O): -0.40, atom 35 (S): 0.48, atom 36 (O): -0.28, atom 37 (O): -0.40, atom 38 (C): -0.27, atom 39 (C): -0.04, atom 40 (C): -0.05, atom 41 (C): -0.05, atom 42 (C): -0.06, atom 43 (C): -0.31, atom 44 (P): 1.11, atom 45 (C): -0.37, atom 46 (C): -0.13, atom 47 (C): -0.07, atom 48 (C): -0.07, atom 49 (C): -0.07, atom 50 (C): -0.08, atom 51 (C): -0.37, atom 52 (C): -0.11, atom 53 (C): -0.07, atom 54 (C): -0.07, atom 55 (C): -0.06, atom 56 (C): -0.09, atom 57 (H): 0.12, atom 58 (H): 0.11, atom 59 (H): 0.11, atom 60 (H): 0.11, atom 61 (H): 0.10, atom 62 (H): 0.11, atom 63 (H): 0.11, atom 64 (H): 0.11, atom 65 (H): 0.11, atom 66 (H): 0.10, atom 67 (H): 0.11, atom 68 (H): 0.11, atom 69 (H): 0.11, atom 70 (H): 0.10


No. 2
The following is a quantum chemistry calculation of a molecular structure, C25H33BF5IN6SiW, from the OMol25 dataset.

Geometry as ORCA input:
```
! wB97M-V def2-TZVPD RIJCOSX def2/J DEFGRID3
* xyz 0 3
W 0.118 0.808 0.032
C 2.328 -2.641 -0.561
C 1.319 -1.964 -1.425
C 1.046 -2.267 -2.762
C -0.013 -1.474 -3.144
C -0.706 -1.399 -4.465
N -0.374 -0.729 -2.086
N 0.485 -1.007 -1.030
B -1.876 -0.303 -1.768
N -2.208 -0.862 -0.369
N -1.417 -0.598 0.723
C -1.950 -1.256 1.751
C -1.418 -1.246 3.144
C -3.083 -1.950 1.316
C -3.223 -1.663 -0.024
C -4.280 -2.103 -0.987
N -2.075 1.231 -1.767
N -1.823 1.956 -0.626
C -2.234 3.198 -0.870
C -2.072 4.330 0.091
C -2.792 3.266 -2.151
C -2.656 2.003 -2.696
C -2.999 1.532 -4.070
H 2.594 -3.590 -1.024
H 1.934 -2.834 0.434
H 3.233 -2.051 -0.444
H 1.566 -2.997 -3.373
H -0.168 -2.008 -5.194
H -0.729 -0.371 -4.827
H -1.737 -1.760 -4.407
H -2.592 -0.808 -2.591
H -0.583 -0.572 3.276
H -1.101 -2.253 3.425
H -2.202 -0.936 3.833
H -3.731 -2.572 1.922
H -5.036 -2.679 -0.453
H -3.866 -2.730 -1.781
H -4.766 -1.245 -1.459
H -2.457 4.077 1.075
H -2.618 5.197 -0.282
H -1.022 4.606 0.201
H -3.222 4.142 -2.628
H -3.648 2.261 -4.554
H -3.505 0.562 -4.067
H -2.091 1.440 -4.672
C 3.279 2.248 1.391
Si 2.603 0.676 0.643
C 3.687 0.455 -0.879
C 3.161 -0.665 1.865
C 2.259 -1.502 2.530
C 2.678 -2.468 3.443
C 4.036 -2.617 3.712
C 4.957 -1.798 3.064
C 4.522 -0.834 2.158
H 4.379 2.224 1.306
H 3.011 2.348 2.448
H 2.912 3.130 0.853
H 4.600 -0.105 -0.621
H 3.982 1.445 -1.245
H 3.188 -0.056 -1.710
H 1.211 -1.415 2.298
H 1.951 -3.104 3.942
H 4.375 -3.367 4.422
H 6.018 -1.907 3.272
H 5.263 -0.198 1.672
F 0.248 3.096 1.467
C -0.075 1.845 1.970
F 0.870 1.535 2.910
C -1.370 2.112 2.850
F -1.439 3.412 3.173
F -2.515 1.787 2.253
F -1.298 1.431 4.002
I 1.158 2.554 -1.856
*
```

The calculation puts the relative energy (zero: lowest compared OMol25 entry of this formula, charge and spin) at 23.2 kcal/mol. As for the expectation value of S²: 2.02.

Charges per atom according to Löwdin partitioning, unit e: atom 1 (W): 1.18, atom 2 (C): 0.00, atom 3 (C): -0.30, atom 4 (C): 0.04, atom 5 (C): -0.26, atom 6 (C): 0.00, atom 7 (N): 0.01, atom 8 (N): -0.08, atom 9 (B): -0.53, atom 10 (N): 0.03, atom 11 (N): -0.03, atom 12 (C): -0.30, atom 13 (C): -0.02, atom 14 (C): 0.03, atom 15 (C): -0.26, atom 16 (C): -0.01, atom 17 (N): -0.02, atom 18 (N): -0.04, atom 19 (C): -0.36, atom 20 (C): -0.02, atom 21 (C): 0.02, atom 22 (C): -0.28, atom 23 (C): -0.01, atom 24 (H): 0.09, atom 25 (H): 0.08, atom 26 (H): 0.06, atom 27 (H): 0.12, atom 28 (H): 0.09, atom 29 (H): 0.08, atom 30 (H): 0.08, atom 31 (H): 0.11, atom 32 (H): 0.05, atom 33 (H): 0.09, atom 34 (H): 0.09, atom 35 (H): 0.12, atom 36 (H): 0.08, atom 37 (H): 0.09, atom 38 (H): 0.09, atom 39 (H): 0.07, atom 40 (H): 0.08, atom 41 (H): 0.07, atom 42 (H): 0.12, atom 43 (H): 0.08, atom 44 (H): 0.08, atom 45 (H): 0.08, atom 46 (C): -0.23, atom 47 (Si): 0.38, atom 48 (C): -0.30, atom 49 (C): -0.30, atom 50 (C): -0.14, atom 51 (C): -0.09, atom 52 (C): -0.10, atom 53 (C): -0.09, atom 54 (C): -0.10, atom 55 (H): 0.04, atom 56 (H): 0.03, atom 57 (H): 0.01, atom 58 (H): 0.03, atom 59 (H): 0.00, atom 60 (H): 0.00, atom 61 (H): 0.06, atom 62 (H): 0.10, atom 63 (H): 0.10, atom 64 (H): 0.10, atom 65 (H): 0.10, atom 66 (F): -0.05, atom 67 (C): -0.46, atom 68 (F): 0.00, atom 69 (C): -0.58, atom 70 (F): 0.14, atom 71 (F): 0.15, atom 72 (F): 0.13, atom 73 (I): 0.40


No. 3
The following is a quantum chemistry calculation of a molecular structure, C25H33BO3S2, from the OMol25 dataset.

Geometry as ORCA input:
```
! wB97M-V def2-TZVPD RIJCOSX def2/J DEFGRID3
* xyz 0 1
C -2.249 -1.573 3.013
O -1.287 -1.215 1.994
C -1.783 -1.383 0.699
C -1.165 -2.512 -0.043
C -1.709 -2.874 -1.296
C -1.455 -4.138 -1.824
C -0.634 -5.037 -1.140
C -0.523 -6.424 -1.684
C 0.051 -4.612 0.004
C -0.237 -3.376 0.562
H -1.713 -1.765 3.953
H -2.974 -0.746 3.156
H -2.812 -2.483 2.743
H -2.875 -1.618 0.737
H -2.376 -2.178 -1.789
H -1.912 -4.480 -2.753
H 0.099 -7.063 -1.052
H -1.505 -6.903 -1.761
H -0.109 -6.410 -2.701
H 0.781 -5.264 0.498
H 0.194 -3.081 1.522
C 3.639 5.607 -0.137
C 2.855 4.420 -0.528
C 2.336 4.133 -1.776
C 1.513 2.953 -1.780
C 1.445 2.343 -0.544
B 0.355 1.159 -0.070
C 1.363 -0.094 -0.189
C 1.817 -0.718 -1.323
C 2.809 -1.710 -1.041
C 3.139 -1.789 0.299
C 4.142 -2.670 0.941
S 2.166 -0.696 1.225
O -0.084 1.493 1.231
C -1.220 2.331 1.003
C -2.092 2.146 2.240
C -0.772 3.782 0.919
C -1.792 1.836 -0.412
C -2.664 0.629 -0.225
C -2.451 2.891 -1.296
O -0.626 1.350 -1.092
S 2.450 3.158 0.610
H 3.683 6.285 -0.993
H 3.160 6.120 0.705
H 4.655 5.333 0.165
H 2.494 4.755 -2.655
H 1.022 2.571 -2.662
H 1.488 -0.447 -2.327
H 3.295 -2.328 -1.799
H 4.509 -3.407 0.219
H 4.999 -2.099 1.323
H 3.668 -3.190 1.783
H -3.095 2.561 2.096
H -2.144 1.092 2.534
H -1.624 2.698 3.066
H -1.654 4.435 0.857
H -0.197 4.028 1.822
H -0.140 3.950 0.036
H -3.409 0.740 0.577
H -3.143 0.317 -1.162
H -1.854 -0.263 0.088
H -3.356 3.281 -0.812
H -1.758 3.718 -1.505
H -2.738 2.427 -2.248
*
```

The calculation puts the relative energy (zero: lowest compared OMol25 entry of this formula, charge and spin) at 0.0 kcal/mol.

Charges per atom according to Löwdin partitioning, unit e: atom 1 (C): -0.03, atom 2 (O): -0.13, atom 3 (C): -0.11, atom 4 (C): -0.16, atom 5 (C): 0.00, atom 6 (C): -0.03, atom 7 (C): -0.27, atom 8 (C): -0.05, atom 9 (C): -0.01, atom 10 (C): 0.00, atom 11 (H): 0.11, atom 12 (H): 0.09, atom 13 (H): 0.10, atom 14 (H): 0.15, atom 15 (H): 0.12, atom 16 (H): 0.12, atom 17 (H): 0.08, atom 18 (H): 0.09, atom 19 (H): 0.09, atom 20 (H): 0.12, atom 21 (H): 0.12, atom 22 (C): -0.13, atom 23 (C): -0.60, atom 24 (C): -0.14, atom 25 (C): -0.14, atom 26 (C): -0.40, atom 27 (B): -1.05, atom 28 (C): -0.39, atom 29 (C): -0.14, atom 30 (C): -0.14, atom 31 (C): -0.61, atom 32 (C): -0.13, atom 33 (S): 1.07, atom 34 (O): 0.04, atom 35 (C): -0.45, atom 36 (C): 0.00, atom 37 (C): -0.03, atom 38 (C): -0.44, atom 39 (C): 0.12, atom 40 (C): 0.02, atom 41 (O): 0.06, atom 42 (S): 1.06, atom 43 (H): 0.07, atom 44 (H): 0.07, atom 45 (H): 0.07, atom 46 (H): 0.10, atom 47 (H): 0.10, atom 48 (H): 0.11, atom 49 (H): 0.10, atom 50 (H): 0.08, atom 51 (H): 0.08, atom 52 (H): 0.07, atom 53 (H): 0.09, atom 54 (H): 0.06, atom 55 (H): 0.10, atom 56 (H): 0.09, atom 57 (H): 0.09, atom 58 (H): 0.07, atom 59 (H): 0.12, atom 60 (H): 0.13, atom 61 (H): 0.10, atom 62 (H): 0.10, atom 63 (H): 0.10, atom 64 (H): 0.09


The records above give, respectively, maximum force values of 0.8 0.7 5.1 eV/Å.